[1]
Computed, not measured: C6H8N2 in the gas phase, with ωB97M-V/def2-TZVPD.

The geometry in ORCA input format:
```
! RIJCOSX wB97M-V def2-TZVPD def2/J DEFGRID3
* xyz 0 1
N 1.414 3.637 0.053
C 0.973 2.581 -0.134
C 0.439 1.228 -0.133
C 1.165 0.211 -0.595
C 0.633 -1.135 -0.746
C -0.593 -1.568 0.154
N -1.462 -0.377 0.120
C -0.777 0.790 0.754
H 2.134 0.511 -1.004
H 0.087 -1.077 -1.687
H 1.411 -1.920 -0.941
H -0.470 -2.031 1.226
H -1.018 -2.382 -0.355
H -2.183 -0.623 0.891
H -1.417 1.632 0.735
H -0.337 0.523 1.663
*
```

SMILES: N#CC1=CCCNC1
Relative energy (zero: lowest compared OMol25 entry of this formula, charge and spin) (eV): 1.9359

[2]
Computed, not measured: a molecular structure, C15H61FO15Si2, with ωB97M-V/def2-TZVPD.

The geometry in ORCA input format:
```
! RIJCOSX wB97M-V def2-TZVPD def2/J DEFGRID3
* xyz 0 1
O 1.976 -2.186 2.020
C 2.358 -1.088 1.164
C 1.830 0.269 1.732
Si 0.001 0.566 1.264
O -0.916 -0.525 2.224
Si -2.379 -0.959 1.520
F -2.121 -1.892 0.161
H 1.459 -2.785 1.476
H 1.880 -1.287 0.183
H 3.455 -1.063 1.040
H 1.813 0.144 2.840
H 2.479 1.133 1.505
H -0.323 1.956 1.594
H -0.160 0.353 -0.182
H -3.208 0.189 1.154
H -3.051 -1.859 2.476
C -5.803 1.303 0.195
O -4.486 1.688 -0.181
H -6.001 1.663 1.204
H -6.530 1.742 -0.492
H -5.889 0.213 0.179
H -4.339 1.359 -1.073
C 1.972 -6.159 1.933
O 2.971 -5.142 1.862
H 2.446 -7.121 1.746
H 1.518 -6.171 2.927
H 1.201 -5.987 1.178
H 2.536 -4.299 2.029
C 4.824 -5.531 -1.659
O 4.746 -6.367 -0.514
H 5.544 -5.963 -2.351
H 3.849 -5.469 -2.151
H 5.158 -4.529 -1.374
H 4.105 -5.970 0.086
C -0.512 -4.065 -2.360
O -0.634 -4.875 -1.192
H 0.255 -4.491 -3.005
H -1.463 -4.044 -2.896
H -0.222 -3.050 -2.075
H -1.316 -4.479 -0.642
C 5.403 1.784 2.998
O 4.348 1.379 3.867
H 5.524 2.861 3.074
H 6.333 1.299 3.293
H 5.157 1.521 1.964
H 4.260 0.426 3.784
C 9.319 3.107 4.320
O 8.191 2.761 3.523
H 9.049 3.955 4.947
H 9.604 2.267 4.958
H 10.162 3.387 3.683
H 8.447 2.013 2.977
C -2.828 -6.408 -4.827
O -2.668 -5.075 -5.306
H -1.847 -6.813 -4.588
H -3.445 -6.405 -3.925
H -3.297 -7.032 -5.593
H -3.545 -4.739 -5.508
C 0.786 -8.012 -2.821
O -0.171 -7.477 -1.917
H 0.400 -8.950 -3.217
H 0.955 -7.317 -3.650
H 1.731 -8.204 -2.305
H 0.184 -6.645 -1.576
C -0.612 5.032 1.788
O -1.127 3.994 0.966
H 0.383 4.743 2.124
H -0.543 5.966 1.223
H -1.255 5.177 2.660
H -2.006 4.264 0.681
C -5.550 3.780 -2.566
O -6.076 2.719 -3.365
H -4.566 3.490 -2.206
H -5.460 4.688 -3.161
H -6.209 3.957 -1.711
H -6.943 2.992 -3.672
C 2.594 4.965 -1.030
O 2.770 3.731 -0.344
H 2.936 4.840 -2.055
H 1.537 5.245 -1.037
H 3.180 5.753 -0.549
H 2.462 3.860 0.557
C -4.855 4.358 3.426
O -4.240 4.038 2.183
H -4.818 5.437 3.560
H -5.899 4.032 3.427
H -4.319 3.877 4.248
H -4.281 3.083 2.076
C -4.674 8.072 -3.446
O -4.533 6.850 -2.729
H -4.317 7.916 -4.462
H -5.724 8.373 -3.478
H -4.079 8.859 -2.974
H -4.852 7.005 -1.835
*
```

[3]
Computed, not measured: a molecular structure, C3H7NO7Tl, with ωB97M-V/def2-TZVPD.

The geometry in ORCA input format:
```
! RIJCOSX wB97M-V def2-TZVPD def2/J DEFGRID3
* xyz 1 1
Tl 1.987 0.872 -0.559
N 3.931 3.223 1.249
O 4.193 2.690 0.154
O 2.856 2.882 1.776
O 4.671 3.999 1.790
O -0.018 1.120 -2.544
H -0.648 0.870 -3.244
C -2.148 -0.546 2.195
O -2.326 -1.341 1.027
C -1.360 -1.307 0.139
O -0.406 -0.552 0.157
O -1.616 -2.148 -0.821
C -0.833 -2.168 -1.998
H -1.452 -1.051 2.864
H -3.100 -0.503 2.718
H -1.840 0.478 1.994
H -0.637 -1.142 -2.337
H -1.368 -2.707 -2.773
H 0.112 -2.671 -1.786
*
```

Relative energy (zero: lowest compared OMol25 entry of this formula, charge and spin) (eV): 0.0235

[4]
Computed, not measured: a molecular structure, C37H41CsN11O3S2, with ωB97M-V/def2-TZVPD.

The geometry in ORCA input format:
```
! RIJCOSX wB97M-V def2-TZVPD def2/J DEFGRID3
* xyz -1 1
Cs 0.434 0.496 0.404
C -4.431 4.416 -3.111
C -3.075 4.313 -3.800
N -2.737 2.970 -4.211
C -2.314 1.974 -3.370
S -1.724 2.376 -1.799
N -2.395 0.774 -3.921
N -1.905 -0.218 -3.130
C -2.046 -1.413 -3.564
C -2.722 -1.772 -4.858
C -1.563 -2.494 -2.666
C -2.228 -3.720 -2.640
C -1.830 -4.689 -1.734
C -0.762 -4.424 -0.899
C -0.140 -3.188 -1.019
N -0.523 -2.236 -1.862
H -4.640 5.446 -2.811
H -5.233 4.085 -3.776
H -4.437 3.786 -2.222
H -3.055 4.944 -4.693
H -2.292 4.666 -3.130
H -3.166 2.613 -5.051
H -2.539 -0.987 -5.589
H -2.367 -2.730 -5.240
H -3.808 -1.836 -4.732
H -3.067 -3.893 -3.301
H -2.356 -5.636 -1.680
H -0.406 -5.125 -0.158
H 0.708 -2.967 -0.381
C 1.380 0.462 -3.133
O 2.140 0.708 -1.949
C 3.431 1.098 -2.072
C 4.068 1.243 -3.301
C 5.397 1.642 -3.354
C 6.102 1.900 -2.192
C 5.463 1.774 -0.966
C 4.132 1.389 -0.887
N 3.444 1.258 0.363
N 3.935 2.017 1.232
C 3.468 2.007 2.540
C 2.719 0.968 3.145
O 2.291 -0.064 2.527
C 2.442 1.098 4.561
C 2.852 2.159 5.288
C 3.605 3.216 4.695
C 4.028 4.323 5.456
C 4.756 5.335 4.888
C 5.079 5.256 3.522
C 4.673 4.192 2.759
C 3.922 3.131 3.322
H 1.268 1.380 -3.713
H 0.401 0.117 -2.807
H 1.856 -0.315 -3.736
H 3.529 1.048 -4.215
H 5.880 1.741 -4.319
H 7.142 2.195 -2.232
H 5.986 1.969 -0.040
H 1.870 0.295 5.011
H 2.611 2.224 6.344
H 3.763 4.358 6.507
H 5.076 6.184 5.479
H 5.652 6.052 3.061
H 4.918 4.150 1.708
C -1.071 -1.204 4.037
C -1.145 -1.884 2.706
N -0.196 -2.516 2.130
N 1.028 -2.451 2.776
C 2.022 -3.308 2.410
N 3.251 -2.787 2.637
S 1.789 -4.860 1.852
C -2.408 -1.816 1.908
C -3.607 -2.317 2.396
C -4.715 -2.304 1.568
C -4.598 -1.769 0.294
C -3.368 -1.254 -0.093
N -2.295 -1.274 0.695
H -0.358 -1.710 4.686
H -2.055 -1.180 4.507
H -0.775 -0.160 3.910
H 1.350 -1.495 2.988
H 3.339 -1.775 2.629
H 4.022 -3.354 2.333
H -3.656 -2.738 3.392
H -5.658 -2.710 1.912
H -5.438 -1.737 -0.386
H -3.220 -0.791 -1.065
C -3.847 1.777 1.232
C -2.527 2.139 1.858
N -1.902 3.206 1.297
O -2.041 1.528 2.802
H -4.563 2.585 1.397
H -4.214 0.857 1.678
H -3.717 1.654 0.154
H -2.131 3.494 0.354
H -0.995 3.448 1.660
*
```

Relative energy (zero: lowest compared OMol25 entry of this formula, charge and spin) (eV): 0.2655

The evaluated HOMO-LUMO gap for the records listed, in turn: 10.01; 10.10; 2.61; 6.73 eV.
The evaluated E_HOMO for the records listed, in turn: -9.6; -9.7; -13.6; -4.7 eV.
The evaluated E_LUMO for the records listed, in turn: 0.423; 0.392; -10.982; 2.027 eV.